Run i
{
  "formula": "C3H7NO3",
  "method": "ωB97M-V/def2-TZVPD",
  "smiles": "CN1CC1=O.OO",
  "lumo_ev": 0.58,
  "spin_multiplicity": 1,
  "e_homo_ev": -9.57,
  "symbols": ["C", "C", "C", "N", "O", "O", "O", "H", "H", "H", "H", "H", "H", "H"],
  "positions_angstrom": [[1.325, 0.959, -0.819], [-0.160, 0.879, -0.647], [0.950, -0.802, 0.904], [0.859, 0.184, 0.058], [2.254, 1.237, -1.614], [0.858, 2.001, 2.308], [-0.447, 1.428, 2.499], [-0.860, 1.356, 0.156], [-0.693, 0.277, -1.447], [-0.658, 0.951, 1.730], [1.556, -0.486, 1.795], [0.040, -1.273, 1.231], [1.744, -1.589, 0.403], [0.879, 2.245, 3.229]],
  "nbo_charge": [0.71, -0.31, -0.42, -0.41, -0.59, -0.44, -0.47, 0.16, 0.18, 0.45, 0.23, 0.22, 0.20, 0.47]
}

=====

Run ii
{
  "formula": "C3H7NO3",
  "method": "ωB97M-V/def2-TZVPD",
  "smiles": "CON(O)C(C)=O",
  "lumo_ev": 0.76,
  "spin_multiplicity": 1,
  "e_homo_ev": -8.88,
  "symbols": ["C", "C", "C", "N", "O", "O", "O", "H", "H", "H", "H", "H", "H", "H"],
  "positions_angstrom": [[1.000, 0.642, 0.173], [2.263, -0.054, 0.329], [-2.027, 1.070, -0.346], [-0.195, 0.113, 0.901], [0.858, 1.747, -0.260], [-0.498, -1.290, 0.824], [-1.221, 0.980, 0.858], [3.065, 0.620, 0.258], [2.262, -0.666, 1.189], [2.366, -0.711, -0.464], [-2.970, 0.855, -0.060], [-1.778, 0.384, -1.096], [-2.043, 2.029, -0.795], [-1.347, -1.386, 1.220]],
  "nbo_charge": [0.65, -0.71, -0.27, 0.06, -0.55, -0.58, -0.35, 0.25, 0.24, 0.24, 0.17, 0.18, 0.20, 0.48]
}

=====

Run iii
{
  "formula": "C3H7NO3",
  "method": "ωB97M-V/def2-TZVPD",
  "smiles": "CC#[N+][O-].C=O.O",
  "lumo_ev": 0.34,
  "spin_multiplicity": 1,
  "e_homo_ev": -8.80,
  "symbols": ["C", "C", "C", "N", "O", "O", "O", "H", "H", "H", "H", "H", "H", "H"],
  "positions_angstrom": [[-1.863, 0.745, -0.573], [2.316, -0.157, 2.989], [-1.326, -0.516, -0.883], [-1.329, -1.634, -1.214], [-0.825, -2.682, -1.643], [2.381, 0.952, 2.673], [0.252, 0.522, -2.079], [-2.455, 0.590, 0.334], [-2.307, 1.282, -1.395], [-0.930, 1.305, -0.290], [2.760, -0.964, 2.408], [1.815, -0.548, 3.919], [0.587, 1.092, -2.626], [0.925, 0.013, -1.619]],
  "nbo_charge": [-0.70, 0.31, 0.28, 0.14, -0.49, -0.48, -0.93, 0.24, 0.25, 0.26, 0.09, 0.09, 0.47, 0.49]
}

=====

Run iv
{
  "formula": "C3H7NO3",
  "method": "ωB97M-V/def2-TZVPD",
  "smiles": "O=C(O)NCCO",
  "lumo_ev": 0.57,
  "spin_multiplicity": 1,
  "e_homo_ev": -9.61,
  "symbols": ["C", "C", "O", "N", "C", "O", "O", "H", "H", "H", "H", "H", "H", "H"],
  "positions_angstrom": [[-0.342, 0.576, -0.987], [1.042, 0.088, -1.442], [1.128, -0.277, -2.803], [-0.337, 0.809, 0.446], [-0.657, -0.108, 1.449], [0.460, -0.583, 2.119], [-1.746, -0.528, 1.676], [-0.608, 1.520, -1.471], [-1.066, -0.219, -1.179], [1.788, 0.852, -1.159], [1.224, -0.843, -0.915], [0.644, 0.371, -3.346], [0.208, 1.565, 0.841], [0.923, -1.100, 1.448]],
  "nbo_charge": [-0.23, -0.06, -0.71, -0.71, 0.88, -0.72, -0.53, 0.19, 0.22, 0.16, 0.16, 0.47, 0.39, 0.48]
}

=====

Ordering by calculated energy gives the sequence run iv, run ii, run iii, run i, with the first entry being the most stable.

=====

Run i
{
  "formula": "C3H7NO3",
  "method": "ωB97M-V/def2-TZVPD",
  "lumo_ev": [0.24, 0.21],
  "spin_multiplicity": 1,
  "e_homo_ev": [-6.13, -6.11],
  "symbols": ["C", "C", "C", "N", "O", "O", "O", "H", "H", "H", "H", "H", "H", "H"],
  "positions_angstrom": [[-1.110, -2.001, -0.008], [1.638, 1.597, 0.004], [0.435, -0.309, -0.073], [-1.741, 1.097, 0.236], [-2.032, 1.504, -0.858], [0.076, -1.469, -0.627], [1.201, 0.489, -0.808], [-1.028, -1.861, 1.046], [-1.071, -3.067, -0.198], [-2.118, -1.621, -0.264], [0.771, 2.156, 0.485], [2.148, 2.463, -0.620], [2.428, 1.238, 0.714], [0.403, -0.216, 0.971]],
  "nbo_charge": [-0.26, -0.30, 0.52, -0.08, -0.32, -0.47, -0.46, 0.18, 0.20, 0.21, 0.22, 0.22, 0.19, 0.16]
}

=====

Run ii
{
  "formula": "C3H7NO3",
  "method": "ωB97M-V/def2-TZVPD",
  "smiles": "CC(O)(O)NC=O",
  "lumo_ev": 0.67,
  "spin_multiplicity": 1,
  "e_homo_ev": -9.65,
  "symbols": ["C", "C", "C", "N", "O", "O", "O", "H", "H", "H", "H", "H", "H", "H"],
  "positions_angstrom": [[-1.293, 0.509, -1.415], [1.246, 0.731, 0.769], [0.321, -0.410, 0.470], [-0.275, -0.278, -1.162], [-1.892, 1.157, -0.621], [-0.803, -0.601, 1.211], [0.930, -1.590, 0.559], [-1.458, 0.621, -2.515], [1.286, 0.960, 1.900], [0.843, 1.751, 0.486], [2.222, 0.359, 0.366], [0.034, -0.962, -1.817], [-1.393, 0.119, 1.299], [0.232, -2.366, 0.470]],
  "nbo_charge": [0.52, -0.69, 0.72, -0.70, -0.65, -0.73, -0.70, 0.09, 0.24, 0.25, 0.25, 0.39, 0.51, 0.50]
}

=====

Ordering by calculated energy gives the sequence run ii, run i, with the first entry being the most stable.

=====

Run i
{
  "formula": "CHCl3NOP",
  "method": "ωB97M-V/def2-TZVPD",
  "smiles": "O=P(Cl)(Cl)Cl.C#N",
  "lumo_ev": -0.89,
  "spin_multiplicity": 1,
  "e_homo_ev": -11.87,
  "symbols": ["C", "N", "O", "P", "Cl", "Cl", "Cl", "H"],
  "positions_angstrom": [[-1.930, -0.118, -0.932], [-1.976, -0.567, -1.976], [-0.232, -0.299, 1.201], [1.031, 0.079, 0.599], [1.141, 2.131, 0.689], [1.017, -0.541, -1.242], [2.623, -0.716, 1.585], [-1.675, 0.029, 0.077]],
  "nbo_charge": [0.06, -0.34, -1.08, 1.66, -0.21, -0.14, -0.19, 0.25]
}

=====

Run ii
{
  "formula": "CHCl3NOP",
  "method": "ωB97M-V/def2-TZVPD",
  "smiles": "N#P(Cl)Cl.O=CCl",
  "lumo_ev": -0.64,
  "spin_multiplicity": 1,
  "e_homo_ev": -9.85,
  "symbols": ["C", "N", "O", "P", "Cl", "Cl", "Cl", "H"],
  "positions_angstrom": [[1.528, 0.569, -0.462], [-0.126, -0.742, 1.740], [1.042, 1.384, 0.222], [-1.212, -0.504, 0.779], [-2.047, 1.217, 0.404], [-2.244, -1.863, -0.346], [0.504, -0.485, -1.564], [2.555, 0.425, -0.773]],
  "nbo_charge": [0.45, -0.99, -0.44, 1.35, -0.17, -0.22, -0.14, 0.17]
}

=====

Ordering by calculated energy gives the sequence run i, run ii, with the first entry being the most stable.

=====

Run i
{
  "formula": "C27H34N5RuS5",
  "method": "ωB97M-V/def2-TZVPD",
  "lumo_ev": [-4.67, -6.24],
  "total_charge": 2,
  "spin_multiplicity": 6,
  "e_homo_ev": [-10.09, -12.06],
  "symbols": ["Ru", "S", "C", "C", "C", "C", "C", "C", "S", "C", "C", "C", "C", "C", "C", "C", "S", "C", "C", "C", "C", "C", "C", "S", "N", "H", "H", "H", "H", "H", "H", "H", "H", "H", "H", "H", "H", "H", "H", "H", "S", "C", "N", "C", "C", "C", "N", "H", "H", "H", "H", "H", "H", "H", "H", "N", "C", "C", "N", "C", "C", "H", "H", "H", "H", "H", "H", "H", "H", "H", "H", "H"],
  "positions_angstrom": [[0.177, 1.070, 0.751], [1.797, -0.768, 0.654], [1.768, -1.683, 2.128], [2.456, -2.938, 2.171], [2.314, -3.724, 3.311], [1.393, -3.446, 4.343], [0.685, -2.237, 4.260], [0.920, -1.339, 3.193], [0.102, 0.197, 3.100], [-1.674, -0.256, 2.973], [-2.141, -0.597, 1.620], [-3.211, -1.486, 1.462], [-3.753, -1.702, 0.205], [-3.170, -1.109, -0.893], [-2.102, -0.220, -0.722], [-1.577, 0.632, -1.852], [0.272, 0.827, -1.517], [0.996, 2.315, -2.104], [0.937, 2.931, -3.373], [1.931, 3.831, -3.794], [2.970, 4.166, -2.903], [3.041, 3.622, -1.632], [2.003, 2.766, -1.195], [2.218, 2.121, 0.397], [-1.583, -0.046, 0.510], [3.177, -3.151, 1.387], [2.904, -4.613, 3.378], [1.205, -4.111, 5.199], [-0.099, -1.972, 5.015], [-2.210, 0.666, 3.289], [-1.951, -1.013, 3.740], [-3.544, -2.108, 2.294], [-4.579, -2.405, 0.067], [-3.484, -1.417, -1.914], [-1.973, 1.626, -1.885], [-1.731, 0.112, -2.804], [0.147, 2.632, -4.087], [1.900, 4.259, -4.793], [3.770, 4.833, -3.245], [3.814, 3.875, -0.910], [-1.305, 2.774, 1.650], [-0.830, 4.366, 1.217], [-1.363, 4.901, 0.078], [-1.298, 6.351, -0.179], [0.032, 6.844, 0.306], [0.189, 6.540, 1.797], [-0.049, 5.121, 2.009], [-1.986, 4.258, -0.435], [-2.111, 6.828, 0.340], [-1.494, 6.399, -1.253], [0.113, 7.912, 0.191], [0.852, 6.397, -0.280], [-0.502, 7.119, 2.410], [1.215, 6.764, 2.137], [0.173, 4.718, 2.892], [0.189, -6.342, -2.380], [-1.124, -5.646, -1.968], [-0.861, -4.533, -0.994], [0.174, -3.675, -1.593], [1.476, -4.294, -1.669], [1.445, -5.833, -1.682], [0.322, -6.197, -3.392], [0.148, -7.378, -2.266], [-1.796, -6.443, -1.589], [-1.574, -5.224, -2.913], [-0.534, -4.878, 0.012], [-1.779, -3.965, -0.902], [0.224, -2.778, -1.102], [2.126, -3.917, -0.861], [2.051, -3.945, -2.520], [1.451, -6.184, -0.658], [2.309, -6.200, -2.225]],
  "mulliken_charge": [0.18, -0.30, 0.87, -0.84, -0.65, -0.77, -0.39, 0.31, -0.21, -1.22, 0.60, -0.84, -0.58, -0.79, 0.36, -0.84, 0.02, 0.54, -0.42, -0.74, -0.46, -0.96, 0.54, -0.19, 0.97, 0.58, 0.43, 0.41, 0.39, 0.37, 0.50, 0.45, 0.44, 0.44, 0.37, 0.50, 0.38, 0.43, 0.39, 0.48, -0.54, 0.17, -0.04, -0.61, -0.47, -0.61, -0.06, 0.22, 0.29, 0.40, 0.36, 0.21, 0.33, 0.35, 0.24, -0.13, -0.68, -0.16, -0.18, -0.08, -0.90, 0.40, 0.38, 0.38, 0.31, 0.28, 0.16, 0.03, -0.01, 0.40, 0.40, 0.41]
}

=====

Run ii
{
  "formula": "C27H34N5RuS5",
  "method": "ωB97M-V/def2-TZVPD",
  "lumo_ev": [-4.65, -5.35],
  "total_charge": 2,
  "spin_multiplicity": 6,
  "e_homo_ev": [-9.54, -11.37],
  "symbols": ["Ru", "S", "C", "C", "C", "C", "C", "C", "S", "C", "C", "C", "C", "C", "C", "C", "S", "C", "C", "C", "C", "C", "C", "S", "N", "H", "H", "H", "H", "H", "H", "H", "H", "H", "H", "H", "H", "H", "H", "H", "S", "C", "N", "C", "C", "C", "N", "H", "H", "H", "H", "H", "H", "H", "H", "N", "C", "C", "N", "C", "C", "H", "H", "H", "H", "H", "H", "H", "H", "H", "H", "H"],
  "positions_angstrom": [[1.234, 0.022, 0.039], [0.980, -1.280, 1.864], [0.474, -2.807, 1.375], [-0.251, -3.647, 2.266], [-0.624, -4.925, 1.879], [-0.219, -5.384, 0.636], [0.546, -4.628, -0.237], [0.808, -3.326, 0.082], [1.566, -2.105, -0.976], [0.357, -2.217, -2.435], [-0.410, 0.614, -2.802], [-1.428, 1.283, -3.516], [-1.753, 2.602, -3.226], [-1.105, 3.198, -2.117], [-0.237, 2.382, -1.324], [0.564, 3.009, -0.194], [0.545, 1.918, 1.281], [2.063, 2.488, 2.097], [2.084, 3.319, 3.213], [3.275, 3.816, 3.745], [4.473, 3.621, 3.008], [4.372, 2.978, 1.768], [3.277, 2.169, 1.425], [3.251, 0.896, 0.209], [0.087, 1.086, -1.623], [-0.548, -3.171, 3.184], [-1.062, -5.626, 2.637], [-0.493, -6.365, 0.321], [0.981, -5.125, -1.055], [-0.686, -2.128, -2.086], [0.580, -3.221, -2.866], [-2.009, 0.700, -4.231], [-2.416, 3.145, -3.872], [-1.270, 4.248, -1.824], [0.202, 3.945, 0.146], [1.620, 3.111, -0.521], [1.160, 3.540, 3.730], [3.276, 4.329, 4.707], [5.451, 3.915, 3.406], [5.266, 2.980, 1.157], [0.481, -0.780, -3.720], [2.410, -0.890, -3.736], [2.861, -1.855, -4.492], [4.244, -2.252, -4.579], [5.123, -1.544, -3.543], [4.732, -0.036, -3.309], [3.257, -0.030, -3.190], [2.214, -2.344, -5.109], [4.631, -1.946, -5.565], [4.331, -3.372, -4.556], [6.119, -1.515, -3.967], [5.092, -2.069, -2.548], [5.001, 0.541, -4.150], [5.245, 0.322, -2.390], [2.900, 0.560, -2.433], [-6.574, -0.037, 3.311], [-5.565, -0.974, 2.746], [-4.165, -0.331, 2.688], [-4.187, 1.104, 2.483], [-5.245, 2.008, 2.787], [-6.607, 1.338, 2.690], [-6.408, 0.038, 4.339], [-7.452, -0.583, 3.161], [-5.868, -1.203, 1.737], [-5.490, -1.906, 3.401], [-3.613, -0.723, 1.792], [-3.539, -0.685, 3.492], [-3.295, 1.515, 2.604], [-5.271, 2.778, 2.039], [-5.049, 2.417, 3.800], [-6.902, 1.205, 1.649], [-7.393, 1.890, 3.298]],
  "mulliken_charge": [0.12, -0.61, 0.71, -0.73, -0.62, -0.57, -0.45, 0.29, 0.20, -0.98, 0.19, -0.71, -0.52, -0.94, 0.44, -0.84, -0.26, 0.59, -0.53, -0.51, -0.50, -0.62, 0.18, -0.27, 0.65, 0.47, 0.34, 0.41, 0.51, 0.56, 0.66, 0.43, 0.46, 0.42, 0.55, 0.36, 0.38, 0.39, 0.40, 0.38, -0.27, 0.32, -0.14, -0.66, -0.62, -0.48, 0.07, 0.31, 0.37, 0.34, 0.40, 0.27, 0.38, 0.28, 0.00, -0.19, -0.60, -0.46, -0.17, -0.51, -0.53, 0.41, 0.37, 0.36, 0.33, 0.18, 0.31, 0.16, 0.30, 0.35, 0.34, 0.34]
}

=====

Ordering by calculated energy gives the sequence run i, run ii, with the first entry being the most stable.